The following is a quantum chemistry calculation of a molecular structure, C40H48FN11O4Ti at a distorted geometry, from the OMol25 dataset.

The value obtained for the HOMO energy is -17.0 eV. Its energy above the lowest of the compared OMol25 structures with the same formula, charge and spin is 0.0 kJ/mol. Its spin multiplicity is 1. The HOMO-LUMO gap comes out at 6.42 eV. The value obtained for the calculated total energy is -92643.5247 eV. The charge is +4.

Each line ends with the Löwdin charge.
Atoms and positions in Å:
Ti 0.499102 1.562528 0.127444  1.250
N 4.405053 3.682214 -2.098744  0.164
C 3.302153 3.628298 -1.364260  -0.118
N 2.823702 2.532542 -0.840099  0.096
C 3.535318 1.361316 -0.999439  -0.279
N 3.244405 0.320879 -0.272541  0.093
N 2.207760 0.471219 0.592669  -0.097
C 2.229484 -0.287497 1.631827  0.000
C 1.121056 -0.237365 2.559007  -0.242
C 1.027794 -1.076915 3.660637  0.039
C -0.075327 -0.959028 4.494056  0.005
C -1.037943 -0.005218 4.201706  0.010
C -0.870898 0.793853 3.078615  -0.070
N 0.181196 0.683604 2.273989  0.019
C 4.643432 1.306396 -1.925590  -0.087
C 5.312839 0.126401 -2.271050  0.005
C 6.400444 0.176875 -3.112366  -0.026
C 6.859775 1.402516 -3.605439  -0.011
C 6.219450 2.578419 -3.273810  0.018
C 5.103405 2.527254 -2.446087  -0.156
H 4.759928 4.569857 -2.426500  0.180
H 2.770157 4.556236 -1.183797  0.141
H 3.067419 -0.954435 1.808045  0.158
H 1.811105 -1.796706 3.858964  0.137
H -0.177871 -1.594999 5.363283  0.134
H -1.899152 0.133306 4.840133  0.130
H -1.597180 1.558535 2.829781  0.133
H 4.973646 -0.812253 -1.855358  0.120
H 6.915336 -0.733871 -3.385566  0.125
H 7.727547 1.431249 -4.250225  0.131
H 6.576149 3.530068 -3.649477  0.132
O 0.953866 0.701202 -2.030453  -0.106
C 0.794061 1.513477 -3.192386  -0.108
C 0.476141 2.903772 -2.738792  -0.240
C 0.455968 3.946854 -3.648922  0.023
C 0.099828 5.213226 -3.215300  0.011
C -0.257706 5.382103 -1.883758  0.000
C -0.218389 4.291799 -1.042207  -0.094
N 0.173423 3.068101 -1.443393  0.020
H 1.099462 -0.212885 -2.294002  0.137
H -0.033836 1.144738 -3.804697  0.154
H 1.700178 1.502514 -3.803289  0.148
H 0.698104 3.757843 -4.686815  0.141
H 0.083832 6.048857 -3.902663  0.137
H -0.582341 6.343045 -1.510093  0.132
H -0.554777 4.388206 -0.021069  0.106
C -6.112363 -2.408752 1.023649  -0.040
C -5.534644 -2.035440 -0.337323  -0.151
N -4.116055 -1.628889 -0.241978  0.007
C -3.838588 -0.333977 -0.156617  0.077
C -2.562112 0.172324 -0.047599  -0.013
C -2.389888 1.648562 0.029722  -0.481
O -3.257127 2.421047 -0.254794  0.183
O -1.182205 2.027555 0.460108  -0.178
C -1.453111 -0.697583 -0.064718  -0.216
O -0.227031 -0.291153 -0.081072  -0.128
C -1.754954 -2.102950 -0.105890  -0.044
C -0.730844 -3.062202 -0.048100  0.093
C -1.011697 -4.393347 -0.078726  -0.174
F 0.012122 -5.243277 0.082957  0.096
C -2.335776 -4.895567 -0.212281  -0.110
C -3.343641 -3.934013 -0.249268  0.074
C -3.088644 -2.560810 -0.192407  -0.095
N -2.632017 -6.244172 -0.301517  -0.067
C -1.641512 -7.271169 -0.621817  -0.115
C -2.271677 -8.371971 -1.470091  -0.072
N -3.453872 -8.962996 -0.767274  0.074
C -4.455499 -7.895082 -0.461589  -0.074
C -3.787881 -6.816521 0.381975  -0.109
H -7.150060 -2.716466 0.904452  0.098
H -6.094752 -1.550479 1.695352  0.090
H -5.558709 -3.223591 1.491239  0.073
H -6.087286 -1.197347 -0.754798  0.135
H -5.616355 -2.853499 -1.048820  0.124
H -4.669946 0.360779 -0.182646  0.170
H 0.295915 -2.739393 0.061537  0.142
H -4.363093 -4.270556 -0.352572  0.108
H -1.208339 -7.700192 0.290801  0.146
H -0.830872 -6.857246 -1.209647  0.138
H -1.539390 -9.152498 -1.668894  0.151
H -2.623003 -7.970488 -2.419312  0.149
H -3.147958 -9.405559 0.103949  0.193
H -3.876728 -9.699403 -1.337380  0.199
H -5.301088 -8.327828 0.070196  0.151
H -4.804249 -7.488926 -1.409621  0.148
H -3.464137 -7.254553 1.337216  0.149
H -4.525881 -6.055883 0.615124  0.125
C 3.234938 6.112552 2.013035  -0.027
C 2.057067 5.221257 2.391433  -0.614
C 2.260988 4.670627 3.805997  -0.029
C 0.748545 6.002813 2.288890  -0.025
N 2.052954 4.134129 1.366504  -0.040
N 1.102596 3.101655 1.656323  -0.008
H 3.297706 6.949298 2.706284  0.104
H 3.120040 6.514203 1.004530  0.088
H 4.178149 5.563139 2.073038  0.093
H 2.359222 5.494000 4.512419  0.107
H 3.177097 4.077135 3.864466  0.096
H 1.417073 4.064376 4.147452  0.077
H 0.818108 6.912065 2.883994  0.107
H -0.108733 5.441961 2.675031  0.084
H 0.560898 6.292240 1.253776  0.080
H 2.967636 3.696681 1.375963  0.109
H 0.226100 3.597788 1.814407  0.087
H 1.317507 2.669504 2.552919  0.094

Cartesian forces (eV/Å) of the 3 atoms listed first:
Ti 1.0367 0.0778 -0.9624
N 0.0001 0.0311 0.0192
C -0.1218 0.1913 -0.0763